# 1
This record from OMol25 describes a molecular structure, C48H92BrFIN2O12PS2 in a non-equilibrium geometry. The level of theory is ωB97M-V with the def2-TZVPD basis set.

XYZ file:
```
160
Properties=species:S:1:pos:R:3:forces:R:3
C -3.58269 -2.73095 -4.60752 0.0 0.7 -0.4
C -3.66932 -1.29867 -5.10787 -0.1 -0.6 0.1
O -2.32139 -0.81702 -5.29507 -0.6 0.6 0.2
P -2.01809 0.32123 -6.36303 1.0 -0.2 -0.9
O -1.33900 -0.23971 -7.54099 -0.1 0.0 -0.1
C -0.97368 1.58240 -5.59261 -0.2 -0.2 0.6
C -0.17655 1.17175 -4.32608 0.1 0.0 -0.6
C 0.00897 2.29064 -3.29536 0.5 -0.4 -0.6
N -0.83296 2.45594 -2.05681 0.2 0.2 0.2
C -0.74154 3.92131 -1.56531 0.2 1.1 0.2
C 0.69896 4.40201 -1.54212 0.7 -0.3 0.0
C 1.53864 3.50026 -0.63285 -0.4 0.5 0.2
C 2.97444 3.95233 -0.51647 -0.2 -0.4 -0.4
S 3.99825 3.07927 0.72149 0.3 0.2 0.1
C 2.88788 2.56267 2.02848 0.0 0.1 0.0
S 1.70387 1.48576 1.78579 -0.2 -0.1 0.0
N 3.21823 3.10215 3.29002 0.2 -0.2 0.0
C 3.92074 2.09570 4.11559 -0.2 -0.1 0.2
C 3.03163 1.17845 4.94224 0.4 -0.2 0.3
C 2.08407 3.76464 3.93761 -0.1 0.4 0.0
C 2.47058 4.49114 5.21520 -0.2 0.1 0.2
C -1.73858 4.85291 -2.27223 -0.2 0.3 -0.7
C -1.30122 5.38072 -3.65010 -0.1 -0.2 0.0
C -1.78613 6.75215 -4.09072 0.4 0.2 -0.8
C -1.31563 7.00227 -5.53251 -0.4 -0.6 0.1
I -3.91775 6.97921 -4.08142 -0.1 0.0 0.1
C -1.90272 6.04782 -1.24198 -0.3 -0.4 0.1
O -2.89632 6.01398 -0.54687 -1.1 -0.2 0.6
O -0.95097 6.82334 -1.24444 1.5 1.0 -0.3
O -3.03629 4.26444 -2.41156 0.4 -0.3 0.1
C -3.10902 2.97925 -2.94881 -0.3 -0.2 0.2
C -4.57408 2.58833 -2.91266 0.0 0.4 0.0
C -2.26401 2.08942 -2.02921 -1.0 -0.2 0.5
F -2.64884 2.34096 -0.74427 0.2 0.0 -0.1
Br -2.53658 0.17584 -2.16099 0.2 0.0 -0.3
O -3.36540 1.09228 -6.70274 0.0 -0.2 0.3
C -4.03422 0.77945 -7.94567 -0.9 0.5 0.0
C -5.53285 1.00914 -7.75593 0.3 -0.8 0.2
H -3.36832 -3.36253 -5.46394 0.1 -0.3 0.1
H -4.53804 -3.03098 -4.19168 0.0 -0.2 0.1
H -2.77758 -2.80561 -3.88242 0.0 -0.2 0.2
H -4.21895 -1.29727 -6.04729 0.1 0.1 -0.2
H -4.21801 -0.65721 -4.42339 0.2 0.2 0.2
H -1.52075 2.50923 -5.43857 -0.2 -0.1 0.0
H -0.27851 1.77945 -6.40364 0.1 0.1 -0.1
H 0.83533 1.00588 -4.69363 0.2 0.0 0.2
H -0.46469 0.20099 -3.94118 -0.3 0.1 0.3
H 1.01552 2.17992 -2.90557 0.0 0.0 0.2
H 0.02640 3.22913 -3.83641 -0.4 0.2 0.1
H -0.40026 1.91484 -1.30352 0.0 -0.2 -0.1
H -1.00225 3.93012 -0.50903 -0.5 -0.6 0.0
H 1.15035 4.52812 -2.52461 0.0 -0.1 -0.1
H 0.67837 5.39527 -1.09838 -0.3 0.1 -0.1
H 1.09052 3.58988 0.35640 -0.1 -0.1 0.0
H 1.47386 2.44264 -0.89121 0.3 -0.1 0.0
H 3.00328 5.02404 -0.33937 0.1 0.1 0.2
H 3.49816 3.76352 -1.45283 0.1 0.0 -0.1
H 4.62370 2.60358 4.77326 0.1 0.2 0.0
H 4.50982 1.47259 3.44464 0.2 0.1 -0.1
H 2.47913 1.70513 5.71659 -0.1 0.2 -0.1
H 2.35761 0.56963 4.35425 -0.1 0.0 -0.1
H 3.68944 0.48268 5.46664 0.0 -0.1 0.0
H 1.72436 4.52210 3.23948 -0.1 0.0 -0.1
H 1.24006 3.09331 4.11448 0.1 -0.3 0.0
H 2.86020 5.48696 5.02183 0.2 -0.1 -0.1
H 1.57473 4.61036 5.82391 -0.1 0.0 0.1
H 3.18796 3.95224 5.82883 0.1 -0.1 0.0
H -1.62057 4.68764 -4.43522 -0.1 -0.2 0.0
H -0.21518 5.42116 -3.73485 0.1 0.1 0.1
H -1.37072 7.53720 -3.47384 -0.3 0.0 0.5
H -1.49626 6.10291 -6.12549 0.0 0.0 -0.1
H -0.24545 7.20093 -5.55779 0.1 0.2 0.0
H -1.89178 7.78893 -6.00447 0.2 0.3 0.0
H -2.77774 2.90249 -3.98909 0.3 0.0 0.0
H -4.94089 2.57256 -1.89086 0.0 -0.2 0.1
H -5.10199 3.40085 -3.40687 -0.1 0.0 -0.2
H -4.76569 1.65379 -3.42769 0.0 -0.1 0.0
H -3.86381 -0.24980 -8.23815 0.3 -0.1 -0.1
H -3.65777 1.44439 -8.71569 0.3 0.0 0.0
H -5.98850 1.31711 -8.69115 -0.1 0.2 0.0
H -5.72621 1.70750 -6.94909 0.0 0.4 -0.1
H -6.00178 0.06614 -7.47464 -0.1 0.0 0.1
C -5.31741 -7.40714 -2.82986 -1.5 0.9 -1.1
C -4.43002 -7.77563 -4.01713 -4.0 2.2 -3.1
C -4.80451 -6.69901 -5.02719 -0.6 -0.2 -0.1
O -5.15180 -5.53760 -4.26823 0.0 0.1 0.0
C -5.29153 -5.88579 -2.88883 -0.5 0.1 -1.1
H -4.96275 -7.79796 -1.87727 -2.6 1.6 -2.3
H -6.33279 -7.77439 -2.99217 -0.1 0.0 -0.3
H -3.37735 -7.68378 -3.74012 -9.8 12.7 -10.6
H -4.59545 -8.78311 -4.39463 0.2 -0.1 0.0
H -5.67285 -6.99811 -5.62348 0.0 0.1 -0.1
H -3.98806 -6.45082 -5.70627 0.0 0.0 0.0
H -4.43284 -5.48324 -2.33872 -0.2 0.5 -0.5
H -6.19946 -5.42816 -2.49481 0.0 0.1 0.0
C 1.04381 -3.72930 5.48466 -0.1 0.0 -0.1
C 1.80805 -3.99061 4.18675 0.1 0.1 0.2
C 1.71698 -2.63575 3.49783 -0.1 0.1 0.0
O 1.67093 -1.65478 4.53992 -0.1 -0.2 0.0
C 1.44737 -2.29694 5.80204 0.1 0.1 0.0
H 1.29000 -4.42040 6.28996 0.0 0.0 0.0
H -0.03173 -3.78836 5.29931 0.0 0.0 0.0
H 2.85133 -4.22917 4.41125 0.0 0.0 0.0
H 1.39538 -4.79481 3.58650 -0.1 0.0 -0.1
H 0.80309 -2.54482 2.90347 0.0 -0.1 -0.1
H 2.56838 -2.42282 2.85090 0.0 0.0 0.0
H 2.37437 -2.26919 6.37684 -0.1 -0.1 0.0
H 0.67827 -1.75070 6.35173 0.0 0.0 -0.1
C 6.04549 -3.50123 8.51320 0.0 0.1 -0.1
C 5.61592 -2.30296 9.35697 0.0 -0.1 0.1
C 4.38864 -1.81622 8.59813 0.0 0.0 -0.1
O 3.79798 -2.97465 8.00195 0.1 0.0 0.1
C 4.70039 -4.07921 8.09392 0.0 0.0 0.1
H 6.66352 -4.21900 9.04993 0.0 0.0 0.0
H 6.60054 -3.16147 7.63618 0.0 0.0 0.0
H 5.33409 -2.63292 10.35913 0.0 0.0 0.0
H 6.38219 -1.53592 9.45454 0.0 0.0 0.0
H 4.66515 -1.11707 7.80113 0.0 0.0 0.0
H 3.65381 -1.33218 9.24174 0.0 0.0 0.0
H 4.31837 -4.77986 8.84427 0.0 0.0 0.0
H 4.73802 -4.59056 7.13108 0.0 0.0 0.0
C 5.27130 8.92646 6.26702 0.1 0.0 -0.1
C 4.78095 9.70490 5.04774 -0.1 0.0 0.1
C 4.29030 8.58244 4.14283 0.1 0.0 0.0
O 3.82777 7.54239 5.00835 0.1 0.1 0.0
C 4.24329 7.80572 6.34953 -0.1 0.1 0.0
H 5.32060 9.52035 7.17821 0.0 0.0 0.0
H 6.26434 8.51488 6.07361 0.0 0.0 0.0
H 3.94926 10.35447 5.32825 0.0 0.0 0.0
H 5.54856 10.31853 4.57926 0.0 0.0 0.0
H 5.10293 8.18547 3.52504 0.0 0.0 0.0
H 3.47567 8.88915 3.48687 0.0 0.0 0.0
H 3.36793 8.11253 6.93220 0.0 0.0 0.0
H 4.64487 6.89002 6.78582 0.0 0.0 0.0
C 2.03001 -4.57523 -1.24197 0.1 0.0 0.1
C 1.65783 -5.94990 -0.69283 -0.1 0.0 0.0
C 1.83093 -5.74124 0.80608 0.1 0.0 0.0
O 1.52212 -4.36719 1.05912 0.0 -0.1 -0.1
C 1.44788 -3.65486 -0.17783 -0.1 0.0 0.0
H 1.63095 -4.37683 -2.23531 0.0 0.0 0.0
H 3.11623 -4.46758 -1.28287 0.0 0.0 0.0
H 0.61519 -6.17097 -0.92686 0.0 -0.1 0.0
H 2.27333 -6.75987 -1.08002 0.0 0.0 0.0
H 2.86389 -5.93024 1.11867 0.0 0.0 0.0
H 1.16958 -6.37192 1.40238 0.0 0.0 0.0
H 0.39627 -3.42557 -0.38508 0.0 0.0 0.0
H 1.99330 -2.71499 -0.08021 0.0 0.0 0.1
C -3.69772 -7.17869 -0.80028 0.9 0.3 1.1
C -3.64325 -8.58799 -1.38744 1.7 -1.5 1.3
C -2.61730 -8.41853 -2.50110 3.2 -2.0 2.8
O -1.70991 -7.40591 -2.06101 -0.1 0.4 0.0
C -2.24232 -6.74514 -0.91225 0.2 -0.2 0.3
H -4.07199 -7.14095 0.22118 0.1 -0.1 0.1
H -4.33095 -6.53878 -1.41961 1.3 -0.4 1.8
H -3.27404 -9.29107 -0.63801 0.2 0.0 0.1
H -4.60346 -8.95115 -1.75008 1.1 -1.6 0.7
H -3.09131 -8.08298 -3.43020 10.4 -12.7 10.6
H -2.05944 -9.33172 -2.70903 0.2 -0.2 0.3
H -1.66736 -7.06024 -0.03389 0.0 0.1 0.0
H -2.12735 -5.66681 -1.03185 0.0 0.0 0.0
```
Positions in Å, forces in eV/Å.

Output
HOMO: -7.86 eV
orbital gap: 7.34 eV
net charge: 0
calculated total energy: -7005.3694 hartree

=====

# 2
This record from OMol25 describes 11 unconnected molecules or ions with the total composition C48H96O33S2 in a non-equilibrium geometry. The level of theory is ωB97M-V with the def2-TZVPD basis set.

XYZ file:
```
179
Properties=species:S:1:pos:R:3:forces:R:3
C -2.23110 3.39884 -0.15536 0.1 1.1 0.4
C -1.09685 3.95241 -1.08195 -0.6 0.0 -0.2
C -0.50878 2.91841 -2.10171 0.7 0.7 0.7
C -0.03607 1.56432 -1.47571 0.0 -0.6 -1.5
C -0.10970 0.40671 -2.56469 -0.7 0.0 0.3
C -1.08664 -0.76522 -2.15632 0.4 -0.1 -1.0
C -0.59720 -2.15489 -2.72997 -0.2 0.2 1.4
C 0.34358 -2.90292 -1.69669 0.0 -0.1 -0.7
C 1.79754 -3.14385 -2.25114 -0.2 -0.1 1.0
C 2.85519 -3.05281 -1.07556 -0.5 1.3 -1.1
C 3.20735 -1.51491 -0.91489 0.6 -1.2 0.3
C 4.53656 -1.36648 -0.11016 -0.4 0.9 0.4
C 4.96364 0.14307 -0.00823 -0.4 0.0 -0.3
C 3.78347 1.11672 0.35588 1.4 0.1 0.8
C 3.26967 0.73040 1.78590 -1.7 -0.2 0.0
C 1.71639 0.51369 1.90365 -0.2 0.9 0.3
C 1.18913 0.82815 3.35699 -0.3 -0.9 0.1
C 2.24814 0.66856 4.50042 -1.8 -0.5 -0.2
S 2.83223 -1.09517 4.66915 0.2 0.0 0.1
O 3.33811 1.59986 4.45945 -0.3 -0.2 -1.8
S 3.71848 2.08755 2.92593 4.1 3.8 -1.4
O 5.20197 2.23679 2.87273 -3.0 -1.3 0.6
O 3.11553 3.39341 2.55252 -0.5 -3.3 1.1
H -2.37508 4.15941 0.65347 0.0 -0.6 -0.6
H -1.98380 2.45064 0.36545 -0.2 0.4 -0.6
H -3.21010 3.35816 -0.68632 0.8 -0.4 0.3
H -1.55371 4.77262 -1.69139 0.4 -0.5 0.5
H -0.32498 4.45430 -0.45259 -0.3 -0.6 -0.5
H -1.21401 2.80032 -2.95539 0.3 -0.3 0.7
H 0.40357 3.39810 -2.54098 -0.7 -0.4 0.1
H 1.03370 1.65327 -1.18289 -0.8 0.1 0.2
H -0.64902 1.21522 -0.62011 0.4 0.5 -0.4
H -0.53275 0.83333 -3.50775 0.5 -0.3 0.6
H 0.89106 0.00273 -2.83222 -0.5 0.2 0.4
H -1.22223 -0.84132 -1.05302 0.2 0.1 -0.7
H -2.08450 -0.53894 -2.60278 0.6 -0.1 0.5
H -1.51266 -2.77270 -2.87639 0.8 0.3 -0.3
H -0.02540 -2.01244 -3.67275 -0.7 -0.1 0.4
H 0.43146 -2.34775 -0.73402 -0.2 -0.1 -0.7
H -0.16543 -3.86699 -1.45184 0.7 0.6 0.0
H 1.85144 -4.12085 -2.78510 0.0 0.7 0.3
H 2.04748 -2.31176 -2.95193 -0.2 -0.8 0.2
H 2.39357 -3.36407 -0.11279 0.5 -0.3 -0.6
H 3.76871 -3.63919 -1.32549 -0.6 0.4 0.4
H 2.33225 -1.04643 -0.40519 0.8 -0.1 -0.3
H 3.30830 -1.01137 -1.90736 0.0 -0.4 0.6
H 4.39437 -1.80574 0.91190 0.1 0.3 -0.7
H 5.37277 -1.93877 -0.57327 -0.7 0.3 0.2
H 5.75771 0.31457 0.75834 -0.5 -0.3 -0.6
H 5.37065 0.43033 -1.00438 -0.2 0.0 0.7
H 4.24285 2.13120 0.45000 -0.5 -0.7 -0.3
H 2.98828 1.17528 -0.41126 0.3 -0.2 0.7
H 3.75300 -0.19393 2.17435 0.0 0.9 -0.1
H 1.43754 -0.51613 1.60175 0.3 0.5 0.2
H 1.17167 1.20329 1.21408 0.6 -0.5 0.4
H 0.68642 1.81687 3.44681 0.8 -0.5 -0.2
H 0.39153 0.07464 3.57320 0.6 0.6 0.1
H 1.71193 0.86970 5.45564 0.7 -0.1 -0.6
H 2.39182 -1.81114 3.58542 0.0 1.0 0.3
C 1.23213 -9.23549 -3.23847 -0.2 -0.1 0.3
O 2.02751 -9.20287 -4.42260 0.0 0.0 0.0
C 2.64196 -8.03819 -4.63278 0.0 -0.3 -0.2
O 2.57430 -7.06648 -3.92916 0.0 0.2 0.1
O 3.34655 -8.14041 -5.76139 0.0 0.0 0.0
C 4.05700 -6.95363 -6.10464 0.2 0.3 -0.2
H 0.78524 -10.22531 -3.17387 0.1 0.0 -0.2
H 1.84960 -9.07293 -2.35495 0.0 0.1 -0.1
H 0.43394 -8.49476 -3.28992 0.1 0.1 0.1
H 4.78196 -6.70225 -5.33024 -0.1 0.1 0.0
H 3.36747 -6.12502 -6.26772 0.0 0.0 0.2
H 4.59283 -7.14386 -7.03215 -0.1 -0.2 0.1
C -6.59071 6.14228 1.30546 -0.2 -0.3 0.2
O -6.13984 7.37231 0.73972 0.0 0.0 0.0
C -4.94669 7.29344 0.14665 -0.2 0.3 0.0
O -4.26507 6.30948 0.06108 0.1 -0.2 0.0
O -4.64486 8.50117 -0.33480 -0.1 0.0 0.0
C -3.38386 8.56701 -1.00273 0.3 0.2 -0.2
H -7.56335 6.32849 1.75604 0.1 0.2 -0.1
H -6.70339 5.38119 0.53287 0.2 0.0 0.0
H -5.90593 5.80162 2.08242 0.0 0.0 -0.1
H -3.37092 7.90380 -1.86781 0.0 -0.1 0.1
H -2.57210 8.32097 -0.31803 -0.1 -0.1 -0.1
H -3.25126 9.59047 -1.34746 -0.2 0.0 0.1
C 6.00241 -5.44799 -2.81650 -0.3 -0.1 -0.2
O 6.93856 -4.69526 -2.04634 0.0 0.1 0.0
C 7.85596 -5.43958 -1.42409 0.0 0.3 0.0
O 7.94122 -6.63572 -1.46756 0.0 -0.2 0.0
O 8.66029 -4.61903 -0.74555 -0.1 0.0 0.0
C 9.69713 -5.28449 -0.02577 0.3 -0.1 0.2
H 5.30793 -4.74589 -3.27463 0.1 0.2 0.1
H 6.51125 -5.99882 -3.60839 0.0 -0.1 0.1
H 5.43594 -6.12670 -2.17865 0.1 -0.1 -0.1
H 10.35090 -5.82891 -0.70726 -0.1 -0.1 0.0
H 9.27665 -5.95748 0.72152 0.0 -0.1 -0.1
H 10.28207 -4.52091 0.48270 -0.2 0.1 -0.1
C -6.87882 -2.88613 -3.62410 -0.2 0.2 0.2
O -6.47032 -3.81507 -4.62667 0.0 0.0 0.0
C -5.17290 -3.74682 -4.93467 -0.2 -0.2 -0.2
O -4.37173 -2.99627 -4.44971 0.1 0.1 0.1
O -4.92363 -4.65906 -5.87546 -0.1 0.0 0.0
C -3.56359 -4.70096 -6.30669 0.4 -0.1 -0.2
H -7.94405 -3.03358 -3.45834 0.1 -0.2 -0.2
H -6.35093 -3.07182 -2.68857 0.1 0.1 -0.1
H -6.71618 -1.86155 -3.95889 0.1 -0.1 0.1
H -2.90415 -4.95920 -5.47772 0.0 0.2 0.0
H -3.27000 -3.74885 -6.74894 0.0 0.0 0.2
H -3.48747 -5.47638 -7.06694 -0.2 0.0 0.1
C -6.86150 1.19948 3.61234 -0.4 0.0 0.1
O -5.57086 1.06056 3.01857 0.1 0.0 0.0
C -4.59451 1.66421 3.69558 -0.1 -0.2 -0.3
O -4.72809 2.28406 4.71876 0.1 -0.3 -0.4
O -3.45250 1.45718 3.03576 0.0 0.0 0.0
C -2.30350 2.04456 3.64046 0.3 0.1 0.0
H -7.57011 0.67134 2.97783 0.2 0.0 -0.1
H -6.87942 0.74980 4.60514 0.1 0.2 0.0
H -7.15195 2.24907 3.66189 0.1 0.0 0.1
H -2.13456 1.62633 4.63390 -0.1 0.1 0.0
H -2.40709 3.12798 3.69128 0.0 0.0 0.1
H -1.44494 1.80955 3.01376 -0.3 -0.1 -0.1
C 6.75343 0.83820 4.90973 -0.2 0.0 0.0
O 8.02105 0.30489 5.31088 0.1 -0.1 0.1
C 9.07115 0.94935 4.80239 -0.2 -0.2 0.2
O 9.03235 1.89762 4.06875 0.1 0.1 -0.1
O 10.17975 0.35247 5.25403 0.0 -0.1 0.0
C 11.38833 0.94463 4.78464 0.3 0.1 0.0
H 5.98050 0.23436 5.38427 0.2 -0.1 0.1
H 6.64471 1.86864 5.24577 0.1 0.0 -0.2
H 6.63011 0.77388 3.83298 0.1 0.2 0.1
H 11.46369 1.98069 5.11532 -0.1 0.0 -0.1
H 11.45060 0.88410 3.69788 -0.1 0.1 0.0
H 12.21498 0.38116 5.21315 -0.2 -0.1 0.1
C -6.69206 -7.65554 -8.60375 -0.2 0.2 0.3
O -6.27230 -8.58087 -9.60526 0.1 0.0 -0.1
C -4.97451 -8.50671 -9.90726 -0.2 -0.2 -0.1
O -4.17482 -7.75378 -9.41996 0.1 0.1 0.1
O -4.71912 -9.41780 -10.84816 0.0 0.0 0.0
C -3.35709 -9.45099 -11.27099 0.3 -0.1 -0.2
H -7.75722 -7.80673 -8.44207 0.1 -0.2 -0.2
H -6.16879 -7.83949 -7.66535 0.1 0.1 -0.1
H -6.53352 -6.62966 -8.93636 0.1 -0.1 0.1
H -2.70129 -9.70628 -10.43846 0.0 0.2 0.0
H -3.06623 -8.49616 -11.70916 0.0 0.0 0.2
H -3.27121 -10.22408 -12.03172 -0.2 0.0 0.1
C -3.61469 4.20338 6.16075 0.1 0.0 0.1
O -3.37691 5.15965 7.19965 0.1 0.2 0.0
C -4.43548 5.91082 7.49987 0.4 -0.1 0.1
O -5.51858 5.84512 6.98487 -0.2 0.0 -0.1
O -4.08154 6.75232 8.47564 0.0 0.0 0.0
C -5.12778 7.62359 8.89887 -0.2 0.3 0.2
H -2.68908 3.65559 6.00472 0.1 0.2 0.2
H -4.38596 3.50330 6.45479 -0.1 0.2 0.0
H -3.88435 4.70544 5.23190 -0.2 0.0 0.1
H -5.96539 7.05323 9.30088 0.0 0.0 -0.2
H -5.45665 8.25904 8.07636 -0.1 -0.1 0.0
H -4.72589 8.25556 9.68829 0.2 -0.1 -0.1
C -4.62278 12.77603 -6.21422 0.1 0.3 -0.3
O -4.52653 11.73738 -5.24117 0.0 0.0 0.0
C -5.66309 11.50454 -4.58015 0.3 -0.2 0.1
O -6.70339 12.08010 -4.74189 -0.2 0.1 0.0
O -5.43813 10.51937 -3.70826 0.1 0.0 0.0
C -6.57739 10.16227 -2.92469 -0.3 -0.2 0.3
H -3.64591 12.87420 -6.68324 0.0 -0.2 0.2
H -5.35392 12.51927 -6.98085 -0.1 0.1 0.1
H -4.88001 13.72406 -5.74167 -0.1 -0.1 0.0
H -7.38610 9.80233 -3.56112 0.0 0.2 0.0
H -6.91083 11.00712 -2.32217 -0.1 0.0 -0.1
H -6.27736 9.35822 -2.25577 0.2 0.1 -0.1
C 4.33440 -1.38612 8.14354 0.1 0.3 -0.3
O 4.39115 -2.39900 9.14693 0.0 0.0 0.1
C 3.22565 -2.62618 9.75462 0.3 -0.1 0.0
O 2.18887 -2.06558 9.52558 -0.2 0.1 0.0
O 3.41406 -3.58661 10.66244 0.0 0.0 0.0
C 2.23963 -3.93309 11.39368 -0.2 -0.2 0.2
H 5.33153 -1.28561 7.71904 0.0 -0.2 0.2
H 3.64533 -1.67018 7.34771 -0.1 0.1 0.2
H 4.04538 -0.42880 8.57866 -0.1 -0.1 0.0
H 1.46861 -4.31660 10.72520 0.0 0.2 0.0
H 1.86817 -3.07565 11.95503 -0.1 0.0 -0.1
H 2.51324 -4.71759 12.09624 0.2 0.1 -0.1
```
Positions in Å, forces in eV/Å.

Output
relative energy (zero: lowest compared OMol25 entry of this formula, charge and spin): 242.30 kJ/mol
HOMO: -10.14 eV
orbital gap: 10.25 eV
net charge: 0
calculated total energy: -5165.8168 hartree
SMILES: CCCCCCCCCCCCCC[C@@H]1CC[C@@H](S)OS1(=O)=O.COC(=O)OC.COC(=O)OC.COC(=O)OC.COC(=O)OC.COC(=O)OC.COC(=O)OC.COC(=O)OC.COC(=O)OC.COC(=O)OC.COC(=O)OC